Record 1
Density functional theory data (wB97M-V/def2-TZVPD) for a molecular structure, C36H40BNNiP2 at a distorted geometry.

```
81
Properties=species:S:1:pos:R:3:forces:R:3
Ni 0.840 -0.147 1.267 2.851 -0.442 1.931
C -2.825 0.314 6.233 -0.196 -0.424 -0.661
C -2.682 -0.030 4.950 -1.682 -0.959 0.510
C -2.920 0.896 3.811 1.349 0.809 -0.676
C -1.517 1.416 3.394 0.729 -0.274 -0.690
C -0.676 2.139 4.409 -0.366 0.941 -0.256
C -1.054 2.584 5.604 -0.569 1.425 0.050
C -2.485 2.887 6.077 0.430 -1.120 -0.127
C -3.102 1.688 6.817 0.210 -0.362 0.115
C 2.977 0.029 1.785 0.878 0.142 -0.062
H -2.720 -0.499 6.946 0.133 0.183 0.125
H -2.545 -1.110 4.667 0.206 1.159 0.491
H -3.549 1.776 4.037 0.153 -0.747 -0.037
H -3.339 0.395 2.927 -0.097 -0.003 0.353
H -0.829 0.589 3.076 -0.767 0.022 0.522
H -1.565 1.967 2.460 -0.275 0.667 -0.221
H 0.301 2.471 4.024 0.031 -0.947 0.527
H -0.302 2.979 6.279 0.217 0.107 -0.210
H -3.122 3.171 5.238 0.213 -0.023 0.031
H -2.519 3.743 6.760 0.378 -0.110 -0.124
H -2.646 1.622 7.824 -0.607 0.370 -0.263
H -4.182 1.901 6.862 0.213 -0.399 0.479
H 3.294 -0.893 2.329 -0.605 0.650 -0.723
H 3.162 0.870 2.502 -0.629 -0.467 -0.714
H 3.613 0.163 0.893 -0.469 -0.018 0.248
P -0.097 -1.830 -2.506 -0.074 -1.832 0.037
P 1.527 0.487 -2.728 1.518 0.533 -0.520
C -0.953 -0.393 -3.149 0.200 1.704 -0.160
C -0.195 0.740 -3.193 -1.143 -0.895 -0.258
C -0.543 -3.104 -3.784 -0.104 -0.249 0.123
C -1.687 -3.010 -4.584 -0.010 -0.346 -0.398
C -1.939 -3.939 -5.599 0.572 -0.209 0.326
C -1.042 -4.993 -5.817 0.030 0.409 0.447
C 0.104 -5.109 -5.019 -0.436 0.295 0.037
C 0.354 -4.171 -4.011 -0.524 0.190 -0.244
C -1.143 -2.173 -1.023 0.253 -0.357 -0.497
C -0.960 -1.338 0.108 -0.903 -0.618 -0.358
C -1.750 -1.588 1.226 -0.228 -0.092 0.574
C -2.632 -2.687 1.281 0.476 0.279 -0.672
C -2.771 -3.524 0.166 0.304 0.427 0.298
C -2.017 -3.280 -0.987 0.084 0.607 0.553
C 2.324 0.889 -4.372 -0.367 0.165 -0.317
C 2.117 -0.004 -5.449 0.569 0.693 0.181
C 2.730 0.222 -6.684 -0.135 -0.118 0.211
C 3.545 1.337 -6.870 -0.159 0.067 0.266
C 3.703 2.255 -5.835 -0.019 -0.099 -0.010
C 3.087 2.041 -4.600 0.057 -0.403 -0.341
C 1.914 1.937 -1.714 0.133 0.550 0.034
C 3.147 1.939 -1.030 -0.350 0.556 0.258
C 3.509 3.029 -0.226 -0.749 0.384 -0.245
C 2.644 4.142 -0.115 -0.227 -0.862 -0.684
C 1.415 4.133 -0.808 0.514 -0.420 0.251
C 1.042 3.026 -1.587 0.647 0.493 0.600
H -2.013 -0.456 -3.448 0.577 0.357 0.142
H -0.537 1.719 -3.567 -0.103 -0.641 0.105
H -2.406 -2.207 -4.451 0.122 -0.095 0.075
H -2.832 -3.850 -6.206 0.034 0.014 0.009
H -1.244 -5.721 -6.593 0.050 0.034 0.020
H 0.787 -5.937 -5.183 -0.028 0.155 0.054
H 1.248 -4.267 -3.404 -0.036 0.081 0.000
H -0.305 -0.403 0.025 -1.166 -0.690 -0.790
H -1.689 -0.925 2.093 0.006 -0.355 -0.223
H -3.192 -2.878 2.191 0.029 0.098 -0.144
H -3.476 -4.352 0.195 0.177 0.076 0.012
H -2.116 -3.943 -1.852 0.081 0.396 0.280
H 1.486 -0.866 -5.322 -0.143 -0.268 0.069
H 2.571 -0.480 -7.505 0.043 0.192 0.273
H 4.037 1.497 -7.820 -0.019 0.014 -0.008
H 4.310 3.149 -5.991 -0.174 -0.245 0.077
H 3.213 2.777 -3.825 0.031 0.086 0.235
H 3.806 1.072 -1.092 -0.162 0.217 -0.113
H 4.443 3.021 0.329 -0.111 -0.042 -0.130
H 2.923 4.995 0.496 -0.047 -0.126 -0.070
H 0.743 4.982 -0.734 0.077 -0.063 0.042
H 0.078 3.034 -2.083 0.159 0.026 0.024
B 0.832 -1.021 5.770 -0.325 0.396 0.631
C 1.040 -1.085 4.237 -0.210 0.625 -2.999
N 1.060 -0.948 3.060 -1.174 -0.640 2.607
H -0.176 -0.322 5.850 0.472 -0.214 -0.078
H 1.770 -0.461 6.292 0.104 -0.030 -0.113
H 0.596 -2.080 6.273 0.081 -0.390 -0.095
```
Positions in Å, forces in eV/Å.

2S+1: 3
LUMO (spin up / spin down), eV: -0.2 / -1.5
Orbital gap (spin up / spin down), eV: 7.513 / 6.154
ΔE to the lowest compared entry with this formula, charge and spin, kJ/mol: 0.0
Max |F|, eV/A: 3.5

Here are the Löwdin charges for atoms 1 to 6, given in e: atom 1 (Ni): 0.599, atom 2 (C): -0.116, atom 3 (C): -0.140, atom 4 (C): -0.181, atom 5 (C): -0.210, atom 6 (C): -0.124


Record 2
Density functional theory data (wB97M-V/def2-TZVPD) for a molecular structure, C36H40BNP2Pt at a distorted geometry.

```
81
Properties=species:S:1:pos:R:3:forces:R:3
Pt 1.525 1.323 -2.019 -1.781 1.456 -0.594
C 3.850 3.283 -2.087 3.016 1.142 0.970
C 2.682 4.084 -1.755 -0.076 3.045 0.741
C 2.065 4.911 -2.905 0.596 0.152 -0.339
C 1.628 4.126 -4.159 -0.603 0.113 0.189
C 1.483 2.602 -3.945 0.556 -0.788 -1.761
C 2.519 1.608 -3.810 0.216 0.168 -3.093
C 3.960 1.960 -4.170 -0.015 -0.339 0.687
C 4.431 3.203 -3.440 0.994 0.090 -0.340
C -0.290 -0.219 -1.707 -2.592 -0.305 -0.012
H 4.659 3.482 -1.316 -0.991 -0.671 -1.162
H 3.219 4.859 -1.149 -0.811 0.112 -0.050
H 2.922 5.528 -3.223 -0.591 0.274 0.157
H 1.237 5.558 -2.569 0.560 -0.206 0.003
H 0.619 4.483 -4.517 0.827 -0.303 0.648
H 2.276 4.409 -5.038 -0.259 -0.865 0.870
H 0.650 2.384 -4.677 1.184 -0.385 1.722
H 2.356 0.601 -4.261 -0.445 0.894 0.188
H 4.127 2.032 -5.257 -0.560 0.095 0.153
H 4.546 1.090 -3.888 0.395 -0.017 0.297
H 5.525 3.192 -3.311 -0.277 -0.174 -0.227
H 4.248 4.118 -4.022 -0.169 -0.191 -0.047
H 0.483 -0.986 -1.468 -0.041 1.092 -0.670
H -1.010 -0.660 -2.429 0.159 -0.291 0.894
H -0.773 0.024 -0.749 -0.045 -0.231 -0.459
P 1.607 3.315 -0.508 0.642 -1.915 -0.240
P -0.794 1.546 -2.848 0.672 -1.665 2.002
C -0.072 3.895 -1.324 0.003 -0.341 0.345
C -0.902 3.268 -2.189 0.467 1.316 -0.201
C 1.299 3.992 1.150 -1.540 0.222 -0.387
C 1.084 5.344 1.436 0.287 -0.604 0.410
C 0.899 5.710 2.773 -0.337 -0.084 0.066
C 0.763 4.717 3.762 -0.209 0.182 -0.042
C 0.729 3.355 3.421 -0.064 0.566 -0.040
C 0.985 3.005 2.101 0.160 0.107 0.311
C 3.390 2.425 0.280 -0.798 0.227 0.357
C 3.920 1.333 -0.408 1.027 -0.730 -0.548
C 5.234 0.881 -0.208 -0.527 0.500 0.272
C 6.012 1.532 0.764 0.234 -0.046 -0.045
C 5.483 2.571 1.525 -0.540 0.185 -0.087
C 4.157 3.007 1.293 0.283 -0.443 -0.160
C -2.640 1.352 -2.778 0.673 -0.907 0.096
C -3.345 1.791 -1.642 0.034 -0.088 -0.572
C -4.728 1.628 -1.612 0.395 -0.166 0.028
C -5.391 1.017 -2.676 0.331 -0.143 0.066
C -4.669 0.523 -3.756 0.056 -0.176 0.025
C -3.286 0.643 -3.801 -0.029 0.215 0.437
C -0.418 0.656 -4.426 -0.288 -0.439 -2.288
C 0.358 -0.525 -4.501 -0.135 -0.116 0.197
C 0.782 -1.061 -5.728 -0.373 0.180 -0.229
C 0.573 -0.337 -6.909 -0.001 -0.249 0.234
C -0.216 0.820 -6.889 -0.410 -0.260 0.432
C -0.829 1.194 -5.687 0.620 0.283 0.354
H -0.395 4.852 -0.878 -0.293 -0.366 -0.431
H -1.794 3.822 -2.532 0.337 -0.535 0.187
H 1.004 6.044 0.604 0.428 0.161 0.370
H 0.781 6.771 3.023 0.081 -0.484 0.036
H 0.575 5.016 4.800 0.146 -0.074 -0.433
H 0.471 2.583 4.162 0.236 0.449 -0.410
H 0.893 1.965 1.800 0.359 0.298 0.135
H 3.344 0.809 -1.222 1.056 0.396 0.998
H 5.635 0.061 -0.819 -0.156 0.365 0.395
H 7.046 1.229 0.934 -0.272 -0.012 -0.058
H 6.075 3.070 2.309 -0.255 -0.387 -0.461
H 3.749 3.786 1.936 0.061 -0.004 -0.267
H -2.795 2.225 -0.797 -0.385 -0.100 -0.398
H -5.261 1.925 -0.724 -0.201 0.086 0.045
H -6.456 0.836 -2.619 -0.063 0.159 -0.041
H -5.156 -0.021 -4.552 -0.203 0.011 0.000
H -2.702 0.153 -4.590 -0.519 0.387 0.357
H 0.656 -1.095 -3.610 -0.209 0.564 -0.466
H 1.254 -2.062 -5.742 -0.130 0.892 -0.011
H 0.974 -0.704 -7.851 -0.027 0.103 0.199
H -0.385 1.407 -7.805 -0.089 -0.470 0.500
H -1.570 1.997 -5.699 0.369 0.012 0.023
B 1.610 -0.809 2.473 0.025 -0.157 0.924
C 1.553 -0.126 1.085 -0.440 1.201 -1.977
N 1.449 0.501 0.097 0.218 -1.993 1.768
H 2.585 -0.352 3.059 -0.197 -0.048 -0.167
H 1.700 -2.018 2.369 -0.060 0.144 -0.128
H 0.567 -0.487 3.058 0.300 -0.078 -0.248
```
Positions in Å, forces in eV/Å.

2S+1: 3
LUMO (spin up / spin down), eV: -0.6 / -0.6
Orbital gap (spin up / spin down), eV: 5.399 / 7.019
ΔE to the lowest compared entry with this formula, charge and spin, kJ/mol: 575.6
Max |F|, eV/A: 3.4

Here are the Löwdin charges for atoms 1 to 6, given in e: atom 1 (Pt): 0.821, atom 2 (C): -0.172, atom 3 (C): -0.464, atom 4 (C): -0.186, atom 5 (C): -0.167, atom 6 (C): -0.225


Record 3
Density functional theory data (wB97M-V/def2-TZVPD) for 2 unconnected molecules or ions with the total composition C36H40ClNO3SSi at a distorted geometry.

```
83
Properties=species:S:1:pos:R:3:forces:R:3
C 0.747 -1.559 5.446 -0.151 -0.143 0.231
Si 1.765 -0.004 5.306 0.220 -0.145 -0.662
C 1.122 1.367 6.381 -0.134 0.149 0.220
C 3.564 -0.347 5.670 0.117 -0.061 0.163
O 1.544 0.567 3.761 -0.290 -0.021 -0.083
C 2.144 0.525 2.477 0.276 0.745 0.565
C 3.234 1.632 2.434 -0.124 -0.484 -0.311
C 3.136 2.734 3.289 0.088 0.318 -0.050
C 4.057 3.785 3.222 0.134 -0.538 0.113
C 5.141 3.688 2.349 -0.001 0.081 -0.047
C 5.255 2.590 1.495 -0.246 -0.207 -0.104
C 4.281 1.581 1.505 0.245 0.403 0.050
C 2.657 -0.879 2.164 -0.023 0.107 1.107
C 4.003 -1.225 2.286 0.081 -0.561 -0.706
C 4.407 -2.521 1.926 -0.002 0.013 0.393
C 3.468 -3.507 1.622 -0.114 0.178 -0.463
C 2.109 -3.184 1.652 -0.101 0.077 0.454
C 1.712 -1.888 1.985 0.129 -0.409 -0.530
C 0.983 0.922 1.522 -0.095 0.151 -0.419
C 0.421 2.337 1.820 -0.644 -0.763 -0.102
C 1.023 3.277 0.768 0.144 0.150 0.155
C 1.626 2.370 -0.335 0.308 0.604 0.311
N 1.433 0.992 0.123 -1.064 0.495 0.424
C 1.481 -0.040 -0.743 1.417 -0.118 -1.052
C 2.185 0.090 -1.930 -1.257 0.900 1.225
C 2.535 -1.029 -2.733 -1.153 -2.328 -0.318
C 3.815 -0.836 -3.489 0.871 0.210 -0.683
C 4.899 -1.739 -3.412 0.085 0.127 -0.417
C 6.109 -1.485 -4.096 -0.008 0.192 -0.126
C 6.287 -0.334 -4.882 -0.496 0.013 0.381
C 5.243 0.603 -4.921 -0.292 -0.440 0.182
C 4.045 0.357 -4.222 0.073 -0.271 -0.363
H 0.896 -2.024 6.436 -0.163 0.056 -0.370
H -0.322 -1.314 5.322 0.320 -0.147 0.094
H 1.022 -2.286 4.663 -0.026 0.242 0.329
H 1.176 1.072 7.441 -0.099 0.167 -0.252
H 1.714 2.285 6.250 -0.111 -0.261 0.074
H 0.078 1.602 6.125 0.268 -0.085 0.147
H 3.688 -0.449 6.764 0.085 0.017 -0.419
H 3.899 -1.279 5.190 -0.065 0.264 0.164
H 4.204 0.477 5.316 -0.152 -0.221 0.154
H 2.304 2.809 3.991 0.353 -0.157 -0.168
H 3.956 4.631 3.906 0.049 -0.228 -0.309
H 5.899 4.473 2.332 -0.201 -0.212 -0.021
H 6.101 2.495 0.808 -0.308 0.155 0.245
H 4.370 0.744 0.801 -0.122 0.473 0.308
H 4.749 -0.491 2.597 -0.287 -0.328 -0.202
H 5.470 -2.758 1.905 -0.248 0.006 0.115
H 3.775 -4.513 1.317 -0.022 0.427 0.206
H 1.344 -3.938 1.455 0.295 0.168 0.051
H 0.649 -1.663 2.086 0.306 -0.104 -0.191
H 0.177 0.175 1.613 0.388 0.264 0.029
H -0.668 2.245 1.676 0.335 0.254 0.098
H 0.590 2.634 2.866 -0.067 -0.106 -0.552
H 0.240 3.926 0.343 0.415 -0.141 0.197
H 1.806 3.903 1.231 -0.372 -0.196 -0.356
H 1.104 2.562 -1.295 0.428 -0.417 0.346
H 2.710 2.601 -0.423 -0.600 -0.165 -0.302
H 1.068 -1.022 -0.469 0.200 0.559 0.163
H 2.554 1.100 -2.164 -0.031 -0.806 -0.081
H 2.372 -2.037 -2.273 0.979 1.296 0.283
H 4.814 -2.660 -2.825 -0.052 0.368 -0.190
H 6.954 -2.183 -4.035 -0.563 0.143 0.104
H 7.219 -0.152 -5.447 -0.609 -0.208 0.463
H 5.348 1.510 -5.530 -0.116 -0.360 0.362
H 3.239 1.087 -4.302 0.202 -0.184 0.042
Cl 1.091 -1.261 -5.548 -0.098 0.689 -1.455
C 1.158 -1.943 -3.997 1.065 0.485 0.987
S -0.462 -2.335 -3.342 -0.415 -0.211 0.839
C -1.547 -3.309 -4.427 0.650 -0.403 -1.150
C -2.400 -2.685 -5.352 -0.262 0.047 0.409
C -3.268 -3.452 -6.138 0.118 -0.120 0.177
C -3.256 -4.849 -6.050 0.448 0.198 -0.023
C -2.326 -5.472 -5.210 -0.117 0.176 0.027
C -1.468 -4.707 -4.411 -0.278 0.051 0.302
O -0.113 -3.200 -2.231 -0.095 0.079 0.032
O -1.256 -1.149 -3.109 0.697 0.047 -0.168
H 1.846 -2.788 -3.947 -0.765 -0.358 -0.431
H -2.461 -1.598 -5.391 0.164 -0.263 0.022
H -3.965 -2.954 -6.818 0.276 -0.149 0.267
H -3.936 -5.446 -6.666 0.266 0.231 0.279
H -2.280 -6.563 -5.164 -0.004 0.375 0.034
H -0.804 -5.198 -3.699 -0.056 0.165 -0.252
```
Positions in Å, forces in eV/Å.

2S+1: 1
LUMO, eV: 0.0
Orbital gap, eV: 7.186
ΔE to the lowest compared entry with this formula, charge and spin, kJ/mol: 0.0
Max |F|, eV/A: 2.6

Here are the Löwdin charges for atoms 1 to 6, given in e: atom 1 (C): -0.152, atom 2 (Si): 0.393, atom 3 (C): -0.157, atom 4 (C): -0.149, atom 5 (O): -0.172, atom 6 (C): -0.336